# 1
DFT (ωB97M-V/def2-TZVPD) results for C4H6IN3 in the gas phase in a non-equilibrium geometry.

Output
* E_LUMO (spin up / spin down): -0.2614 / -0.2952 eV
* HOMO energy (spin up / spin down): -0.2901 / -0.2908 Eh
* 2S+1: 1
* gap between HOMO and LUMO (spin up / spin down): 7.631 / 7.617 eV

Last column: Mulliken charge in e.
Element x y z (Å)
C 0.5916 1.6159 0.6548  -0.30
C 0.8090 1.3257 -0.6416  -0.03
C 0.1172 -0.5752 0.4995  0.12
C -1.2868 -1.1589 0.9061  -1.00
N 0.2572 0.5569 1.3829  -0.63
N 0.6607 0.0249 -0.9561  0.78
N 1.0176 -0.4230 -2.1032  -1.10
I -2.7377 -0.2343 -0.4724  0.02
H 0.8589 2.5929 0.9796  0.38
H 0.9894 2.0967 -1.4035  0.40
H 0.8772 -1.3181 0.5151  0.37
H -1.3807 -2.3398 0.8875  0.38
H -1.4694 -0.8435 2.0265  0.39
H 0.6961 -1.3203 -2.2755  0.21

# 2
DFT (ωB97M-V/def2-TZVPD) results for C4H6INO in the gas phase in a non-equilibrium geometry.

Output
* E_LUMO: 0.2175 eV
* HOMO energy: -0.3630 Eh
* 2S+1: 1
* gap between HOMO and LUMO: 10.095 eV
* SMILES: C[C@](O)(C#N)CI

Last column: Mulliken charge in e.
Element x y z (Å)
C -1.9847 -0.0496 0.2600  -0.03
C 0.1234 -1.0826 -0.3796  -1.28
C -0.0146 1.6210 0.1860  -1.05
C -0.5739 -0.0217 0.4578  0.97
N -3.0813 -0.2659 -0.0041  -0.41
O -0.1604 -0.3013 1.7400  -0.52
I -1.3273 3.0730 0.9654  0.10
H -0.1834 -2.1439 0.0860  0.31
H 1.1998 -0.8687 -0.2037  0.30
H -0.1483 -1.1365 -1.4110  0.39
H 0.9368 1.4598 0.7624  0.44
H 0.0988 1.8435 -0.9217  0.42
H -0.4401 0.3911 2.2912  0.36

Please write out number 1 again, unchanged.
DFT (ωB97M-V/def2-TZVPD) results for C4H6IN3 in the gas phase in a non-equilibrium geometry.

Output
* E_LUMO (spin up / spin down): -0.2614 / -0.2952 eV
* HOMO energy (spin up / spin down): -0.2901 / -0.2908 Eh
* 2S+1: 1
* gap between HOMO and LUMO (spin up / spin down): 7.631 / 7.617 eV

Last column: Mulliken charge in e.
Element x y z (Å)
C 0.5916 1.6159 0.6548  -0.30
C 0.8090 1.3257 -0.6416  -0.03
C 0.1172 -0.5752 0.4995  0.12
C -1.2868 -1.1589 0.9061  -1.00
N 0.2572 0.5569 1.3829  -0.63
N 0.6607 0.0249 -0.9561  0.78
N 1.0176 -0.4230 -2.1032  -1.10
I -2.7377 -0.2343 -0.4724  0.02
H 0.8589 2.5929 0.9796  0.38
H 0.9894 2.0967 -1.4035  0.40
H 0.8772 -1.3181 0.5151  0.37
H -1.3807 -2.3398 0.8875  0.38
H -1.4694 -0.8435 2.0265  0.39
H 0.6961 -1.3203 -2.2755  0.21